[1]
Here is C25H35IrN2 as an isolated structure from the OMol25 dataset. Energies are from ωB97M-V with the def2-TZVPD basis set.

Values from the calculation:
HOMO energy (alpha / beta): -7.4 / -11.7 eV
Spin multiplicity: 6
DFT total energy: -1186.97889 Eh
Energy relative to the best compared isomer or geometry (same formula, charge and spin): 0.000 eV
Lowest unoccupied orbital energy (alpha / beta): -2.002 / -5.264 eV
Net charge: +1
Frontier orbital gap (alpha / beta): 5.356 / 6.411 eV

The geometry in XYZ format:
```
63
C25H35IrN2 | the OMol25 dataset | ωB97M-V with the def2-TZVPD basis set
C 1.29 -2.01 0.93
C 1.79 -1.34 -0.23
C 0.82 -1.45 -1.27
C -0.28 -2.23 -0.78
C 0.01 -2.60 0.60
Ir -0.44 -0.55 0.49
C -1.96 1.49 -1.28
C -1.83 0.87 0.14
H -1.80 1.66 0.91
C -2.47 -0.38 0.54
H -3.06 -0.92 -0.20
H -2.87 -0.43 1.55
C -2.90 2.70 -1.27
H -2.51 3.51 -0.63
H -3.01 3.09 -2.29
H -3.89 2.42 -0.90
C -2.54 0.49 -2.29
H -1.92 -0.42 -2.36
H -3.56 0.20 -1.98
H -2.61 0.94 -3.28
C 3.15 -0.75 -0.36
H 3.39 -0.11 0.50
H 3.93 -1.53 -0.39
H 3.25 -0.16 -1.27
C 1.01 -1.03 -2.69
H 1.55 -0.09 -2.75
H 1.59 -1.78 -3.24
H 0.06 -0.91 -3.21
C -1.36 -2.86 -1.60
H -1.46 -2.37 -2.57
H -1.13 -3.92 -1.78
H -2.33 -2.83 -1.08
C -0.84 -3.43 1.49
H -1.88 -3.43 1.14
H -0.49 -4.47 1.52
H -0.81 -3.05 2.52
C 2.01 -2.19 2.22
H 1.30 -2.36 3.04
H 2.67 -3.06 2.18
H 2.63 -1.32 2.45
C 0.48 2.00 -0.80
C -0.56 1.96 -1.72
C 1.79 2.30 -1.19
C -0.32 2.37 -3.04
H 0.30 1.73 0.26
C 2.03 2.66 -2.52
H 2.60 2.28 -0.46
C 0.97 2.72 -3.44
H -1.15 2.39 -3.76
H 3.04 2.92 -2.84
H 1.15 3.01 -4.47
C 2.05 1.54 2.47
C 0.81 0.95 3.01
N -0.21 0.26 2.46
C -1.06 -0.12 3.50
C -0.55 0.38 4.66
N 0.60 1.05 4.33
H 2.04 2.62 2.66
H 2.92 1.11 3.00
H 2.15 1.36 1.40
H -1.95 -0.71 3.33
H -0.91 0.29 5.67
H 1.24 1.54 4.96
```

Charges computed using Mulliken, reported in e:
1 C 0.190
2 C 0.503
3 C 0.140
4 C 1.161
5 C 0.933
6 Ir 0.582
7 C 2.524
8 C -0.478
9 H 0.812
10 C -2.184
11 H 0.283
12 H 0.353
13 C -1.841
14 H 0.398
15 H 0.408
16 H 0.458
17 C -2.141
18 H 0.311
19 H 0.520
20 H 0.440
21 C -1.631
22 H 0.305
23 H 0.341
24 H 0.382
25 C -1.642
26 H 0.249
27 H 0.384
28 H 0.348
29 C -1.365
30 H 0.473
31 H 0.311
32 H 0.338
33 C -1.486
34 H 0.330
35 H 0.338
36 H 0.350
37 C -1.281
38 H 0.279
39 H 0.341
40 H 0.297
41 C 0.653
42 C -0.029
43 C -0.934
44 C -0.404
45 H 0.554
46 C -0.850
47 H 0.462
48 C -0.826
49 H 0.367
50 H 0.397
51 H 0.385
52 C -0.585
53 C 0.300
54 N 0.475
55 C -0.494
56 C -0.788
57 N -0.054
58 H 0.467
59 H 0.448
60 H -0.662
61 H 0.415
62 H 0.427
63 H 0.244

---

[2]
Here is an isolated ion of composition C25H35N2O3 and charge +1 from the OMol25 dataset. Energies are from ωB97M-V with the def2-TZVPD basis set.

Values from the calculation:
SMILES: CCN(CC)CCOc1ccc2c(c1)C(=O)c1cc(OCC[NH+](CC)CC)ccc1-2
HOMO energy: -9.6 eV
Spin multiplicity: 1
DFT total energy: -1308.61362 Eh
Energy relative to the best compared isomer or geometry (same formula, charge and spin): 2.308 eV
Lowest unoccupied orbital energy: -2.980 eV
Net charge: +1
Frontier orbital gap: 6.661 eV

The geometry in XYZ format:
```
65
C25H35N2O3 | the OMol25 dataset | ωB97M-V with the def2-TZVPD basis set
C -8.12 -1.74 -1.07
C -8.43 -0.24 -1.20
N -7.79 0.65 -0.25
C -8.11 0.39 1.14
C -8.06 1.66 1.98
C -6.46 1.09 -0.55
C -5.32 0.05 -0.39
O -4.12 0.79 -0.29
C -2.95 0.14 -0.16
C -2.80 -1.25 -0.11
C -1.54 -1.83 0.03
C -0.43 -1.03 0.11
C -0.57 0.38 0.06
C -1.81 0.96 -0.08
C 0.76 1.01 0.17
O 1.06 2.19 0.12
C 1.70 -0.13 0.33
C 3.06 -0.10 0.49
C 3.74 -1.31 0.58
O 5.13 -1.28 0.77
C 5.90 -1.75 -0.32
C 6.03 -0.61 -1.35
N 6.31 0.64 -0.59
C 5.81 1.86 -1.27
C 5.79 3.07 -0.36
C 7.74 0.75 -0.15
C 7.84 0.85 1.36
C 3.05 -2.52 0.52
C 1.67 -2.54 0.37
C 0.99 -1.34 0.27
H -8.38 -2.10 -0.08
H -8.71 -2.29 -1.80
H -7.07 -1.95 -1.25
H -8.15 0.10 -2.20
H -9.51 -0.10 -1.10
H -9.12 -0.01 1.17
H -7.44 -0.37 1.60
H -8.51 1.47 2.96
H -8.63 2.45 1.49
H -7.05 2.01 2.14
H -6.44 1.46 -1.57
H -6.22 1.92 0.11
H -5.28 -0.62 -1.25
H -5.48 -0.54 0.52
H -3.66 -1.89 -0.17
H -1.46 -2.91 0.07
H -1.92 2.03 -0.12
H 3.57 0.85 0.57
H 5.46 -2.63 -0.79
H 6.87 -2.02 0.10
H 6.82 -0.80 -2.08
H 5.08 -0.49 -1.87
H 5.75 0.49 0.28
H 6.44 2.04 -2.15
H 4.79 1.66 -1.62
H 5.34 3.90 -0.89
H 5.19 2.88 0.53
H 6.79 3.37 -0.05
H 8.28 -0.14 -0.49
H 8.19 1.62 -0.63
H 7.37 1.76 1.73
H 7.38 -0.01 1.84
H 8.89 0.88 1.65
H 3.60 -3.44 0.61
H 1.15 -3.48 0.34
```

Charges computed using natural (NBO), reported in e:
1 C -0.632
2 C -0.202
3 N -0.453
4 C -0.211
5 C -0.616
6 C -0.224
7 C -0.093
8 O -0.485
9 C 0.330
10 C -0.273
11 C -0.175
12 C -0.013
13 C -0.149
14 C -0.177
15 C 0.549
16 O -0.502
17 C -0.059
18 C -0.269
19 C 0.311
20 O -0.547
21 C -0.083
22 C -0.248
23 N -0.407
24 C -0.212
25 C -0.635
26 C -0.219
27 C -0.638
28 C -0.255
29 C -0.180
30 C -0.026
31 H 0.206
32 H 0.218
33 H 0.190
34 H 0.193
35 H 0.193
36 H 0.201
37 H 0.159
38 H 0.215
39 H 0.217
40 H 0.199
41 H 0.202
42 H 0.209
43 H 0.175
44 H 0.177
45 H 0.229
46 H 0.218
47 H 0.243
48 H 0.209
49 H 0.218
50 H 0.204
51 H 0.237
52 H 0.236
53 H 0.477
54 H 0.224
55 H 0.231
56 H 0.257
57 H 0.223
58 H 0.219
59 H 0.223
60 H 0.228
61 H 0.225
62 H 0.229
63 H 0.251
64 H 0.230
65 H 0.229

---

[3]
Here is one molecule with the formula C25H35NO6 from the OMol25 dataset. Energies are from ωB97M-V with the def2-TZVPD basis set.

Values from the calculation:
SMILES: CCO[C@@H]1OC(C(=O)N2CCCCCCC2)=C[C@H](c2ccc3c(c2)OCO3)[C@H]1CCCO
HOMO energy: -7.9 eV
Spin multiplicity: 1
DFT total energy: -1479.79627 Eh
Energy relative to the best compared isomer or geometry (same formula, charge and spin): 0.029 eV
Lowest unoccupied orbital energy: 0.710 eV
Net charge: 0
Frontier orbital gap: 8.630 eV

The geometry in XYZ format:
```
67
C25H35NO6 | the OMol25 dataset | ωB97M-V with the def2-TZVPD basis set
C 1.89 2.56 -1.98
C 1.74 1.07 -1.75
O 1.59 0.86 -0.35
C 1.39 -0.45 0.06
O 0.09 -0.91 -0.24
C -0.89 -0.61 0.68
C -2.28 -1.06 0.35
O -2.94 -1.60 1.23
N -2.79 -0.83 -0.88
C -2.14 -0.04 -1.90
C -1.39 -0.86 -2.95
C -2.26 -1.83 -3.75
C -2.58 -3.14 -3.02
C -4.04 -3.31 -2.60
C -4.37 -2.74 -1.22
C -4.18 -1.23 -1.08
C -0.66 -0.05 1.86
C 0.71 0.33 2.32
C 1.01 1.81 2.15
C 2.16 2.34 2.71
C 2.52 3.67 2.55
C 1.68 4.46 1.82
C 0.50 3.95 1.27
C 0.14 2.64 1.43
O -0.15 4.94 0.59
C 0.64 6.10 0.73
O 1.79 5.80 1.50
C 1.73 -0.53 1.55
C 1.71 -2.00 2.02
C 3.08 -2.68 1.86
C 3.97 -2.51 3.10
O 4.25 -1.17 3.42
H 1.00 3.08 -1.64
H 2.74 2.93 -1.43
H 2.03 2.76 -3.04
H 0.86 0.68 -2.28
H 2.63 0.52 -2.10
H 2.05 -1.13 -0.52
H -1.43 0.64 -1.41
H -2.90 0.57 -2.39
H -0.58 -1.41 -2.47
H -0.94 -0.14 -3.65
H -3.19 -1.32 -4.04
H -1.73 -2.06 -4.67
H -1.94 -3.24 -2.14
H -2.33 -3.97 -3.69
H -4.28 -4.37 -2.57
H -4.69 -2.85 -3.35
H -3.77 -3.23 -0.46
H -5.42 -2.95 -1.01
H -4.56 -0.71 -1.96
H -4.74 -0.90 -0.20
H -1.50 0.13 2.52
H 0.79 0.10 3.39
H 2.82 1.70 3.28
H 3.43 4.07 2.99
H -0.76 2.26 0.99
H 0.06 6.89 1.23
H 0.96 6.46 -0.26
H 2.72 -0.10 1.66
H 1.40 -2.05 3.06
H 0.97 -2.54 1.44
H 3.59 -2.28 0.99
H 2.94 -3.75 1.71
H 3.50 -3.02 3.96
H 4.94 -2.98 2.92
H 3.43 -0.74 3.67
```

Charges computed using natural (NBO), reported in e:
1 C -0.622
2 C -0.057
3 O -0.557
4 C 0.392
5 O -0.532
6 C 0.211
7 C 0.635
8 O -0.620
9 N -0.435
10 C -0.205
11 C -0.408
12 C -0.404
13 C -0.409
14 C -0.390
15 C -0.404
16 C -0.216
17 C -0.236
18 C -0.293
19 C 0.102
20 C -0.240
21 C -0.255
22 C 0.214
23 C 0.296
24 C -0.307
25 O -0.495
26 C 0.238
27 O -0.481
28 C -0.243
29 C -0.420
30 C -0.423
31 C -0.055
32 O -0.713
33 H 0.214
34 H 0.217
35 H 0.212
36 H 0.172
37 H 0.165
38 H 0.165
39 H 0.214
40 H 0.196
41 H 0.218
42 H 0.203
43 H 0.191
44 H 0.210
45 H 0.202
46 H 0.207
47 H 0.207
48 H 0.189
49 H 0.222
50 H 0.208
51 H 0.194
52 H 0.222
53 H 0.240
54 H 0.222
55 H 0.202
56 H 0.228
57 H 0.232
58 H 0.156
59 H 0.154
60 H 0.238
61 H 0.203
62 H 0.225
63 H 0.199
64 H 0.213
65 H 0.153
66 H 0.181
67 H 0.458